A cluster of 7 separate species, C20H31ClF3O30S7 in total at a distorted geometry, computed with wB97M-V/def2-TZVPD.

Output
Charge ... -1
Multiplicity ... 1
M ... 1068.354 g/mol
Energy ... -6584.80760 a.u.
HOMO-LUMO gap ... 5.97 eV

```
92
Properties=species:S:1:pos:R:3:mulliken_charge:R:1
C 0.421 -0.169 -0.836 -1.2392
C 0.656 -1.438 -1.277 -0.8458
C 1.908 -1.972 -1.946 0.7746
C 1.496 -3.176 -2.866 0.0228
C 1.672 -4.512 -2.151 0.6419
F 1.530 -4.392 -0.794 -0.3267
F 2.880 -5.048 -2.349 -0.2809
F 0.739 -5.410 -2.521 -0.2702
C 2.104 -3.164 -4.271 -0.6090
C 1.721 -4.448 -5.087 0.2283
O 0.521 -4.555 -5.405 -0.7619
O 2.647 -5.231 -5.360 -0.7385
O 3.546 -3.053 -4.277 -0.3185
S 4.132 -1.787 -3.553 1.3247
O 5.042 -2.253 -2.541 -0.6955
O 4.728 -0.871 -4.479 -0.6512
C 2.750 -0.909 -2.681 0.2715
O 3.336 -0.079 -1.737 -0.5070
Cl 1.802 0.099 -3.801 -0.2017
H 0.297 0.668 -1.519 0.4144
H 0.311 0.085 0.213 0.3259
H -0.128 -2.179 -1.090 0.3965
H 2.531 -2.319 -1.120 0.4411
H 0.422 -3.079 -3.033 0.6274
H 1.632 -2.350 -4.820 0.6546
H 4.300 -0.167 -1.772 0.3895
C 7.299 3.915 -4.321 -0.3768
C 6.247 3.970 -5.410 -0.3394
O 5.693 2.656 -5.444 -0.3187
S 5.707 2.020 -3.963 1.2638
O 4.437 2.220 -3.370 -0.5023
O 6.331 0.758 -4.030 -0.5497
O 6.730 3.093 -3.305 -0.3283
H 8.215 3.438 -4.678 0.2800
H 7.534 4.899 -3.921 0.3034
H 6.662 4.229 -6.381 0.3081
H 5.449 4.672 -5.156 0.2818
C -4.795 1.501 -2.737 -0.3594
C -5.184 0.929 -1.389 -0.3656
O -4.154 -0.014 -1.090 -0.2901
S -2.758 0.495 -1.707 1.2174
O -2.039 1.161 -0.686 -0.5552
O -2.211 -0.545 -2.490 -0.5064
O -3.372 1.617 -2.686 -0.3418
H -5.056 0.819 -3.549 0.2903
H -5.246 2.473 -2.921 0.3055
H -6.153 0.438 -1.405 0.3123
H -5.179 1.700 -0.613 0.2838
C -1.253 -6.874 0.699 -0.3973
C -1.731 -6.301 -0.615 0.0392
O -2.829 -5.441 -0.246 -0.3182
S -2.547 -4.804 1.186 0.9849
O -2.018 -3.502 1.030 -0.4497
O -3.689 -5.047 2.007 -0.5806
O -1.369 -5.787 1.633 -0.3351
H -1.900 -7.685 1.042 0.3024
H -0.227 -7.225 0.650 0.3501
H -2.065 -7.065 -1.311 0.3095
H -0.962 -5.692 -1.087 -0.0241
C 0.116 2.930 3.910 -0.3246
C 0.491 4.016 2.929 0.1365
O 1.801 3.655 2.473 -0.3593
S 1.934 2.055 2.444 1.0283
O 1.688 1.598 1.126 -0.3865
O 3.099 1.692 3.165 -0.5991
O 0.640 1.727 3.335 -0.3492
H 0.595 3.088 4.878 0.2823
H -0.959 2.846 4.048 0.3397
H 0.503 4.998 3.387 -0.1150
H -0.180 4.020 2.065 0.3292
C 1.586 8.995 5.544 -0.3281
C 0.633 9.178 4.382 -0.3320
O 0.160 7.855 4.098 -0.3049
S 0.085 7.011 5.457 1.1164
O -1.247 7.038 5.939 -0.5740
O 0.797 5.798 5.266 -0.5180
O 0.971 7.989 6.362 -0.3115
H 2.555 8.619 5.210 0.2793
H 1.728 9.908 6.115 0.3125
H 1.115 9.604 3.507 0.3108
H -0.225 9.794 4.661 0.2948
C -5.742 -4.458 4.145 0.0613
C -7.037 -4.620 3.386 -0.3426
O -8.047 -4.146 4.293 -0.3380
S -7.441 -2.968 5.195 1.1065
O -7.817 -1.719 4.635 -0.5341
O -7.693 -3.278 6.557 -0.5512
O -5.899 -3.223 4.869 -0.3015
H -5.602 -5.263 4.870 0.2577
H -4.882 -4.410 3.487 0.1205
H -7.233 -5.651 3.106 0.3145
H -7.057 -3.991 2.493 0.3190
```

***

A structure of composition C20H31ClFN3 at a distorted geometry, computed with wB97M-V/def2-TZVPD.

Output
Charge ... +2
Multiplicity ... 1
M ... 367.940 g/mol
Energy ... -1504.29262 a.u.
HOMO-LUMO gap ... 5.53 eV

```
56
Properties=species:S:1:pos:R:3:mulliken_charge:R:1
Cl -2.346 6.100 0.308 -0.0642
C -2.066 4.333 0.241 -0.5011
N -1.632 3.768 1.553 -0.2725
C -0.306 4.363 2.010 -0.5112
C 0.110 3.720 3.294 -0.4959
N -0.909 2.701 3.603 -0.2937
F -0.373 1.989 4.975 -0.2316
C -1.004 1.627 2.599 -0.5162
C -1.443 2.288 1.327 -0.5566
C -2.214 3.313 3.907 -0.3725
C -2.685 3.956 2.638 -0.5797
H -3.007 3.853 -0.060 0.4052
H -1.279 4.144 -0.501 0.4085
H 0.419 4.172 1.207 0.3793
H -0.461 5.444 2.106 0.4217
H 1.076 3.211 3.226 0.4249
H 0.114 4.422 4.134 0.4362
H -0.019 1.162 2.510 0.4587
H -1.738 0.902 2.962 0.4019
H -2.407 1.900 0.972 0.4140
H -0.696 2.183 0.529 0.3866
H -2.884 2.518 4.250 0.2917
H -2.050 4.040 4.710 0.4422
H -2.845 5.036 2.740 0.3931
H -3.607 3.490 2.264 0.4242
C 4.342 0.164 7.415 -0.3964
C 3.931 1.498 7.248 -0.7274
C 2.605 1.786 6.938 -0.2650
C 1.640 0.760 6.832 0.5150
C 0.224 1.095 6.712 0.2072
C -0.744 0.096 6.686 -0.2162
N -1.960 0.194 7.236 0.4819
C -2.708 -1.042 7.465 -0.6742
C -4.214 -0.818 7.469 -0.6629
C -4.620 0.328 8.392 -0.7388
C -3.811 1.592 8.117 -0.6666
C -2.307 1.333 8.083 -0.5210
C 2.081 -0.586 6.943 -0.2535
C 3.413 -0.873 7.261 -0.8352
H 5.381 -0.063 7.663 0.3955
H 4.647 2.309 7.368 0.4026
H 2.274 2.819 6.796 0.3303
H -0.009 2.114 6.993 -0.1022
H -0.526 -0.843 6.157 0.5468
H -2.429 -1.759 6.681 0.3799
H -2.406 -1.469 8.438 0.3461
H -4.548 -0.609 6.445 0.2869
H -4.695 -1.749 7.783 0.3505
H -5.683 0.545 8.260 0.3515
H -4.468 0.024 9.435 0.3392
H -4.117 2.028 7.157 0.1976
H -4.004 2.347 8.885 0.3807
H -1.948 1.148 9.113 0.3065
H -1.804 2.237 7.719 0.3137
H 1.362 -1.392 6.823 0.2410
H 3.716 -1.910 7.398 0.3932
```

***

A structure of composition C20H31F6N2O9S3SiY, computed with wB97M-V/def2-TZVPD.

Output
Charge ... 0
Multiplicity ... 1
M ... 770.654 g/mol
Energy ... -3689.36631 a.u.
HOMO-LUMO gap ... 9.03 eV

```
73
Properties=species:S:1:pos:R:3:mulliken_charge:R:1
Y 1.693 1.163 0.466 0.0210
O 2.850 5.120 0.455 -0.6533
C 2.161 4.157 0.700 0.2870
O 2.547 3.013 1.187 -0.7989
C 0.662 4.209 0.466 0.5292
C -0.008 5.413 0.358 -0.6269
C -1.392 5.390 0.297 -0.4297
C -2.048 4.169 0.347 -1.3909
C -1.298 3.008 0.412 -0.2676
N 0.036 3.025 0.453 0.4188
H 0.568 6.326 0.349 0.5483
H -1.953 6.314 0.229 0.4135
H -3.128 4.108 0.332 0.5298
H -1.771 2.036 0.446 0.6598
F 5.202 3.575 -1.862 -0.1675
C 5.307 2.344 -2.327 0.4881
F 6.510 1.860 -2.068 -0.1923
F 5.082 2.327 -3.631 -0.2007
S 4.044 1.309 -1.476 1.0606
O 4.315 1.298 -0.049 -0.6140
O 2.732 1.881 -1.779 -0.6930
N 4.298 -0.087 -2.159 -0.7193
S 3.591 -1.291 -1.418 1.2342
O 3.434 -2.408 -2.281 -0.6248
O 2.400 -0.835 -0.675 0.1780
C 4.754 -1.844 -0.054 0.6060
F 6.000 -1.518 -0.357 -0.2300
F 4.655 -3.164 0.057 -0.2259
F 4.418 -1.292 1.106 -0.2201
C -3.124 -1.510 2.894 -1.5671
C -3.362 -0.253 2.067 1.6768
C -4.721 -0.314 1.386 -1.7413
C -3.236 0.994 2.933 -1.5705
O -2.397 -0.143 1.003 -0.0054
Si -0.881 -0.738 0.852 1.1012
S 0.429 -0.105 2.358 -0.9547
O -0.295 0.043 -0.531 1.2736
C -0.814 -0.029 -1.918 1.5567
C -1.228 1.372 -2.335 -1.7646
C -2.008 -0.970 -1.996 -1.3491
C 0.304 -0.530 -2.814 -1.6384
O -1.036 -2.335 0.645 0.0721
C -0.263 -3.551 0.636 1.9279
C 0.245 -3.784 -0.778 -1.3762
C 0.899 -3.479 1.616 -1.6858
C -1.238 -4.645 1.044 -1.9165
H -3.877 -1.573 3.681 0.5651
H -2.139 -1.490 3.367 0.2686
H -3.193 -2.400 2.269 0.2473
H -5.521 -0.354 2.127 0.4507
H -4.785 -1.201 0.754 0.3225
H -4.868 0.569 0.762 0.2896
H -3.955 0.964 3.753 0.5220
H -3.430 1.889 2.339 0.2346
H -2.231 1.062 3.350 0.2748
H -2.089 1.716 -1.762 0.3246
H -1.505 1.360 -3.390 0.5187
H -0.408 2.082 -2.211 0.1988
H -2.817 -0.642 -1.344 0.1897
H -1.732 -1.988 -1.723 0.1032
H -2.370 -0.973 -3.025 0.5492
H 1.162 0.143 -2.798 0.2081
H -0.066 -0.574 -3.839 0.6118
H 0.629 -1.528 -2.525 0.1797
H 0.890 -2.965 -1.092 -0.0130
H -0.586 -3.872 -1.480 0.3077
H 0.827 -4.706 -0.819 0.5910
H 1.628 -2.729 1.310 0.0879
H 1.396 -4.450 1.657 0.5076
H 0.549 -3.221 2.616 0.3365
H -2.099 -4.647 0.375 0.3596
H -1.590 -4.481 2.064 0.3693
H -0.754 -5.621 0.996 0.4359
```

***

A structure of composition C20H31MoO5S at a distorted geometry, computed with wB97M-V/def2-TZVPD.

Output
Charge ... +1
Multiplicity ... 3
M ... 479.470 g/mol
Energy ... -1622.79789 a.u.
HOMO-LUMO gap (alpha / beta) ... 6.93 / 3.04 eV
Expectation value of S² ... 2.04

```
58
Properties=species:S:1:pos:R:3:mulliken_spin:R:1
O -0.472 -0.481 -5.025 -0.0231
C -0.631 0.826 -5.691 0.0047
C -0.240 0.351 -7.075 -0.0007
H 0.088 1.603 -5.374 -0.0011
H -1.677 1.147 -5.577 -0.0004
C -0.194 -1.023 -6.373 0.0046
H 0.730 0.679 -7.454 0.0000
H -1.038 0.456 -7.804 -0.0001
C 1.105 -1.779 -6.450 0.0009
H 1.936 -1.202 -6.048 -0.0004
H 1.331 -2.001 -7.499 0.0002
H 0.990 -2.724 -5.905 -0.0003
C -1.332 -1.852 -6.904 -0.0015
H -2.260 -1.277 -6.904 0.0005
H -1.447 -2.757 -6.306 0.0007
H -1.112 -2.127 -7.944 -0.0001
Mo -0.556 -0.859 -2.202 0.9610
C -2.165 -0.781 -0.082 -0.0451
C -1.564 0.504 0.067 0.0170
C -1.768 1.229 -1.140 0.0144
H -1.114 0.887 0.974 0.0029
C -2.520 0.389 -2.067 -0.0002
C -2.771 -0.868 -1.388 0.0244
H -3.409 -1.675 -1.753 -0.0004
H -2.270 -1.511 0.716 0.0019
H -1.561 2.289 -1.275 -0.0011
H -2.924 0.679 -3.038 -0.0088
C 0.295 -1.909 -0.452 -0.0013
C -0.290 -2.860 -1.350 -0.0703
C 0.416 -2.787 -2.601 0.1205
H -1.152 -3.498 -1.135 -0.0058
C 1.433 -1.771 -2.473 -0.0072
C 1.346 -1.222 -1.136 -0.0530
H 1.989 -0.451 -0.702 0.0190
H 0.060 -1.778 0.601 0.0054
H 0.231 -3.431 -3.446 0.0221
H 2.170 -1.516 -3.221 0.0050
O 2.793 2.278 -4.822 -0.0002
C 2.275 1.204 -3.990 0.0054
C 0.995 1.691 -3.283 0.0739
H 3.032 0.906 -3.224 0.0036
H 2.104 0.327 -4.652 -0.0003
C 0.906 3.201 -3.588 0.0198
H 1.087 1.559 -2.209 -0.0588
H 0.099 1.134 -3.579 -0.0312
C 2.221 3.514 -4.334 -0.0011
H 0.820 3.763 -2.653 0.0001
H 0.042 3.432 -4.226 0.0011
H 2.934 3.981 -3.628 0.0001
H 2.083 4.196 -5.184 0.0004
C 2.660 3.309 1.366 -0.0122
S 1.518 2.155 0.606 -0.0945
O 0.853 1.429 1.684 0.3059
O 0.607 2.945 -0.254 0.3903
O 2.451 1.318 -0.191 0.4119
H 2.178 3.697 2.264 0.0016
H 2.835 4.093 0.624 0.0006
H 3.579 2.774 1.600 -0.0009
```